{
  "formula": "C23H50AsFIrNO4Si3",
  "method": "wB97M-V/def2-TZVPD",
  "species": ["Ir", "C", "C", "O", "C", "C", "O", "C", "C", "O", "C", "C", "O", "H", "H", "H", "H", "H", "H", "H", "H", "H", "H", "H", "H", "H", "H", "H", "H", "C", "Si", "C", "C", "As", "Si", "C", "C", "C", "Si", "C", "C", "C", "H", "H", "H", "H", "H", "H", "H", "H", "H", "H", "H", "H", "H", "H", "H", "H", "H", "H", "H", "H", "H", "H", "H", "H", "H", "H", "H", "C", "C", "C", "C", "N", "C", "C", "H", "H", "H", "H", "H", "H", "H", "F"],
  "coordinates": [[0.855, -0.783, 1.224], [2.776, -3.222, 2.154], [3.762, -2.081, 1.997], [3.093, -0.815, 2.166], [3.802, 0.281, 1.577], [3.464, 0.454, 0.072], [2.771, -0.726, -0.324], [2.303, -0.797, -1.654], [1.624, -2.142, -1.766], [0.495, -2.151, -0.883], [0.119, -3.456, -0.428], [1.151, -4.070, 0.522], [1.660, -2.994, 1.293], [3.279, -4.155, 1.897], [2.416, -3.284, 3.184], [4.537, -2.178, 2.762], [4.226, -2.120, 1.013], [3.497, 1.168, 2.129], [4.874, 0.142, 1.720], [2.818, 1.324, -0.085], [4.372, 0.573, -0.524], [1.584, 0.012, -1.836], [3.125, -0.725, -2.373], [1.294, -2.331, -2.790], [2.340, -2.911, -1.472], [-0.820, -3.308, 0.102], [-0.062, -4.126, -1.272], [0.659, -4.814, 1.153], [1.965, -4.563, -0.017], [0.465, 0.765, -5.041], [0.225, 2.292, -3.974], [1.812, 2.996, -3.249], [-0.929, 3.572, -4.709], [-0.878, 1.379, -1.965], [-0.622, 3.580, 0.727], [-1.288, 4.613, -0.668], [-1.824, 2.736, 1.852], [1.157, 3.770, 1.192], [-3.056, 0.310, -2.251], [-3.709, 0.290, -0.487], [-2.661, -1.382, -2.960], [-4.054, 1.432, -3.370], [0.769, 1.074, -6.044], [-0.454, 0.186, -5.148], [1.244, 0.116, -4.641], [2.278, 3.710, -3.931], [2.540, 2.206, -3.054], [1.617, 3.516, -2.309], [-0.461, 3.976, -5.611], [-1.113, 4.407, -4.033], [-1.888, 3.144, -5.002], [-2.175, 4.172, -1.126], [-0.542, 4.799, -1.441], [-1.585, 5.589, -0.262], [-2.831, 2.725, 1.437], [-1.862, 3.261, 2.812], [-1.505, 1.710, 2.043], [1.797, 3.907, 0.319], [1.497, 2.895, 1.745], [1.282, 4.647, 1.836], [-2.917, 0.056, 0.227], [-4.505, -0.448, -0.368], [-4.132, 1.263, -0.231], [-2.287, -2.047, -2.181], [-1.919, -1.338, -3.758], [-3.568, -1.821, -3.384], [-4.080, 2.460, -3.007], [-5.085, 1.067, -3.387], [-3.696, 1.434, -4.400], [-2.332, -2.880, 6.459], [-1.616, -2.364, 5.258], [-2.060, -2.639, 3.963], [-1.384, -2.120, 2.881], [-0.296, -1.345, 3.003], [0.149, -1.085, 4.243], [-0.474, -1.566, 5.372], [-3.047, -3.657, 6.197], [-2.881, -2.063, 6.933], [-1.634, -3.266, 7.202], [-2.931, -3.259, 3.802], [-1.731, -2.317, 1.874], [1.036, -0.468, 4.321], [-0.076, -1.321, 6.348], [0.239, 1.128, 0.404]],
  "mulliken_charge": [1.82, -0.86, -0.56, -0.47, -0.62, -0.24, -0.28, 0.07, -0.83, -0.07, -0.64, -0.90, -0.23, 0.52, 0.30, 0.55, 0.27, 0.38, 0.39, -0.12, 0.55, -0.66, 0.60, 0.55, 0.26, 0.18, 0.51, 0.35, 0.51, -0.94, 0.24, -0.83, -0.95, 0.09, 0.30, -0.85, -0.55, -0.67, 0.27, -0.84, -0.75, -1.03, 0.43, 0.29, 0.24, 0.47, 0.29, 0.12, 0.39, 0.32, 0.31, 0.30, 0.22, 0.52, 0.30, 0.46, -0.07, 0.31, 0.00, 0.49, 0.08, 0.43, 0.29, 0.05, 0.30, 0.46, 0.35, 0.40, 0.32, -1.46, 0.99, -0.90, -0.07, 0.01, -0.32, -0.77, 0.38, 0.33, 0.40, 0.42, 0.32, 0.53, 0.47, -0.21],
  "charge": 3,
  "gap_ha": [0.298, 0.234],
  "spin_multiplicity": 6,
  "e_homo_ev": [-16.23, -16.80]
}


{
  "formula": "C44H115N5O14",
  "method": "wB97M-V/def2-TZVPD",
  "species": ["C", "O", "C", "C", "C", "N", "H", "H", "H", "H", "H", "H", "H", "H", "H", "H", "H", "C", "O", "C", "C", "C", "N", "H", "H", "H", "H", "H", "H", "H", "H", "H", "H", "H", "C", "O", "C", "C", "N", "C", "C", "O", "C", "H", "H", "H", "H", "H", "H", "H", "H", "H", "H", "H", "H", "H", "H", "H", "C", "O", "C", "C", "N", "C", "C", "O", "C", "H", "H", "H", "H", "H", "H", "H", "H", "H", "H", "H", "H", "H", "H", "H", "C", "O", "C", "C", "N", "C", "C", "O", "C", "H", "H", "H", "H", "H", "H", "H", "H", "H", "H", "H", "H", "H", "H", "H", "C", "C", "C", "O", "H", "H", "H", "H", "H", "H", "H", "H", "C", "C", "C", "O", "H", "H", "H", "H", "H", "H", "H", "H", "C", "C", "C", "O", "H", "H", "H", "H", "H", "H", "H", "H", "C", "C", "C", "O", "H", "H", "H", "H", "H", "H", "H", "H", "C", "C", "C", "O", "H", "H", "H", "H", "H", "H", "H", "H", "C", "C", "C", "O", "H", "H", "H", "H", "H", "H", "H", "H"],
  "coordinates": [[11.626, 25.262, 7.767], [11.071, 23.975, 7.778], [10.907, 23.443, 6.458], [10.212, 22.065, 6.551], [10.206, 21.521, 5.074], [8.878, 22.211, 6.969], [12.709, 25.279, 7.625], [11.345, 25.661, 8.742], [11.274, 25.943, 6.988], [10.153, 24.002, 5.900], [11.884, 23.299, 5.997], [10.697, 21.368, 7.238], [9.323, 21.991, 4.635], [10.108, 20.437, 5.040], [10.965, 21.951, 4.420], [8.934, 22.533, 7.930], [8.465, 21.293, 7.084], [0.745, 24.304, 12.255], [1.842, 25.092, 12.683], [3.059, 24.535, 12.129], [3.573, 23.342, 12.851], [3.983, 23.586, 14.360], [4.778, 22.929, 12.092], [-0.240, 24.571, 12.645], [0.766, 23.264, 12.591], [0.498, 24.281, 11.190], [3.025, 24.519, 11.037], [3.827, 25.304, 12.240], [2.824, 22.547, 12.856], [4.273, 22.632, 14.799], [3.100, 23.896, 14.921], [4.721, 24.376, 14.489], [4.553, 22.889, 11.106], [5.191, 22.045, 12.355], [-2.121, 22.464, 7.672], [-1.303, 21.972, 6.634], [-1.110, 20.588, 6.533], [0.365, 20.347, 6.163], [0.655, 19.072, 5.533], [2.081, 18.787, 5.388], [2.805, 19.749, 4.406], [3.365, 20.802, 5.156], [4.246, 21.656, 4.525], [-3.118, 22.028, 7.577], [-2.132, 23.549, 7.585], [-1.736, 22.181, 8.653], [-1.788, 20.158, 5.791], [-1.343, 20.023, 7.437], [0.888, 20.275, 7.118], [0.796, 21.116, 5.521], [0.204, 19.003, 4.631], [2.024, 17.729, 5.128], [2.614, 18.723, 6.338], [2.076, 20.106, 3.673], [3.591, 19.270, 3.816], [4.512, 22.432, 5.244], [3.800, 21.936, 3.570], [5.251, 21.234, 4.416], [5.774, 18.532, 6.562], [6.408, 17.528, 7.268], [6.751, 17.811, 8.637], [7.747, 16.779, 9.066], [8.927, 16.821, 8.217], [9.778, 15.684, 8.408], [11.108, 15.660, 7.647], [10.896, 15.000, 6.354], [12.050, 15.209, 5.527], [6.327, 19.473, 6.515], [4.785, 18.701, 6.995], [5.651, 18.085, 5.575], [5.812, 17.901, 9.184], [7.223, 18.797, 8.654], [7.195, 15.836, 9.018], [8.001, 17.024, 10.099], [8.574, 17.053, 7.299], [9.272, 14.724, 8.254], [9.927, 15.533, 9.480], [11.780, 14.962, 8.149], [11.527, 16.657, 7.513], [12.963, 14.651, 5.738], [12.273, 16.277, 5.568], [11.789, 15.036, 4.482], [13.949, 23.800, 16.303], [12.899, 23.713, 15.372], [11.879, 22.751, 15.636], [11.667, 21.920, 14.371], [11.438, 22.569, 13.112], [10.069, 23.043, 12.829], [10.150, 23.687, 11.423], [9.131, 24.713, 11.347], [7.864, 24.195, 10.990], [13.517, 24.400, 17.109], [14.786, 24.427, 15.995], [14.301, 22.809, 16.590], [11.053, 23.414, 15.904], [12.051, 22.037, 16.442], [10.725, 21.373, 14.466], [12.548, 21.289, 14.242], [12.031, 23.384, 13.236], [9.804, 23.806, 13.561], [9.457, 22.146, 12.755], [10.104, 22.952, 10.617], [11.096, 24.222, 11.343], [8.023, 23.658, 10.053], [7.065, 24.932, 10.924], [7.465, 23.520, 11.751], [3.928, 28.585, 4.144], [4.586, 27.823, 5.312], [3.692, 26.818, 5.945], [5.792, 27.209, 4.830], [3.876, 27.987, 3.232], [4.649, 29.341, 3.826], [2.975, 29.012, 4.453], [4.861, 28.521, 6.104], [4.308, 26.016, 6.361], [3.123, 26.222, 5.229], [3.068, 27.125, 6.784], [5.564, 26.727, 4.030], [7.002, 19.920, 11.353], [6.970, 19.560, 12.888], [7.055, 18.020, 13.073], [8.171, 20.126, 13.435], [6.914, 21.004, 11.240], [6.288, 19.488, 10.655], [8.031, 19.783, 11.011], [6.114, 19.964, 13.427], [7.600, 17.483, 12.297], [6.056, 17.588, 12.972], [7.427, 17.755, 14.062], [8.861, 20.086, 12.769], [8.422, 27.427, 8.873], [7.290, 26.795, 8.059], [7.821, 25.513, 7.345], [6.196, 26.398, 8.861], [8.067, 28.329, 9.376], [9.182, 27.855, 8.218], [8.740, 26.638, 9.554], [6.789, 27.466, 7.358], [8.697, 25.730, 6.733], [6.994, 25.239, 6.692], [8.136, 24.761, 8.066], [6.203, 27.077, 9.543], [3.464, 18.030, 10.655], [2.133, 18.549, 11.145], [2.288, 20.025, 11.583], [1.207, 18.478, 10.075], [4.304, 17.948, 11.344], [3.679, 18.664, 9.794], [3.410, 16.997, 10.302], [1.723, 17.972, 11.977], [2.419, 20.645, 10.697], [3.191, 20.270, 12.144], [1.423, 20.333, 12.170], [1.113, 17.543, 9.870], [2.973, 22.888, 7.788], [4.290, 22.164, 7.996], [5.516, 23.019, 8.339], [4.090, 21.291, 9.089], [2.377, 22.289, 7.097], [2.948, 23.876, 7.324], [2.470, 22.983, 8.751], [4.452, 21.475, 7.166], [6.440, 22.655, 8.792], [5.420, 23.789, 9.110], [5.741, 23.556, 7.417], [3.315, 20.765, 8.867], [0.499, 24.591, 5.703], [0.104, 24.150, 4.310], [1.047, 23.220, 3.565], [-1.132, 23.364, 4.315], [0.456, 23.824, 6.480], [-0.185, 25.389, 5.996], [1.528, 24.932, 5.821], [-0.011, 25.131, 3.848], [0.585, 23.196, 2.576], [1.208, 22.188, 3.870], [2.044, 23.651, 3.442], [-1.293, 23.076, 5.226]],
  "mulliken_charge": [-0.84, -0.16, -0.83, 0.49, -1.49, -0.06, 0.32, 0.21, 0.35, 0.27, 0.47, 0.48, 0.39, 0.34, 0.36, -0.33, 0.01, -0.64, -0.46, -0.80, 1.32, -1.75, 0.04, 0.37, 0.21, 0.25, 0.49, 0.22, -0.22, 0.39, 0.44, 0.29, -0.26, -0.13, -0.94, -0.24, -0.91, 1.47, -0.37, -0.66, -0.75, 0.49, -1.03, 0.35, 0.26, 0.35, 0.38, 0.40, -0.33, -0.89, 0.32, 0.34, 0.04, 0.43, 0.53, 0.11, 0.34, 0.38, -0.02, -0.55, 0.64, -0.64, -0.20, -0.78, -0.58, -0.32, -0.73, 0.03, -0.09, 0.28, -0.18, 0.02, 0.31, 0.13, 0.24, 0.40, 0.45, 0.35, 0.37, 0.28, 0.30, 0.28, -0.74, -0.32, -0.63, -0.39, -0.33, 0.06, -0.14, -0.47, -0.08, 0.29, 0.23, 0.30, 0.29, 0.45, 0.17, 0.34, 0.29, 0.32, -0.33, 0.11, 0.31, -0.16, 0.00, 0.43, -1.49, 0.26, -0.73, -0.54, 0.35, 0.41, 0.36, 0.40, 0.04, 0.28, 0.39, 0.33, -0.28, 0.58, -1.40, -0.56, -0.22, -0.48, 0.78, 0.30, 0.17, 0.34, 0.41, 0.24, -1.26, 0.36, -0.66, -0.39, 0.55, 0.35, 0.16, 0.02, 0.54, 0.08, -0.03, 0.27, -0.32, 0.23, -0.79, -0.52, -0.17, -0.05, 0.35, 0.42, -0.02, 0.16, 0.45, 0.32, -0.60, 1.73, -1.14, 1.26, -0.03, -0.36, 0.20, -0.65, -0.02, 0.09, 0.16, -0.58, -0.38, 0.59, -0.99, -0.63, -0.01, 0.50, -0.39, 0.37, 0.38, -0.03, 0.28, 0.41],
  "charge": 0,
  "smiles": "COC[C@H](C)N.COC[C@H](C)N.COCCNCCOC.COCCNCCOC.COCCNCCOC.CC(C)O.CC(C)O.CC(C)O.CC(C)O.CC(C)O.CC(C)O",
  "de_lowest_kj_mol": 136.0,
  "gap_ha": 0.336,
  "e_homo_ev": -8.60
}


{
  "formula": "H2NO2S",
  "method": "wB97M-V/def2-TZVPD",
  "species": ["N", "S", "O", "O", "H", "H"],
  "coordinates": [[-0.687, -0.774, 0.836], [0.328, -0.036, -0.162], [1.588, -0.790, -0.326], [0.532, 1.387, 0.208], [-1.464, 0.008, 1.056], [-0.298, 0.205, -1.612]],
  "mulliken_charge": [-0.66, 0.63, -0.59, -0.65, 0.19, 0.07],
  "charge": -1,
  "smiles": "N=[S@H](=O)[O-]",
  "de_lowest_kj_mol": 101.9,
  "gap_ha": 0.313,
  "e_homo_ev": -4.25
}


Record-wise electronic energy values, in Eh: -4569.52796, -3072.20191, -604.61460